[1]
Here is a molecular structure, C31H50BrCoN4P3 at a distorted geometry from the Open Molecules 2025 dataset. Energies are from the ωB97M-V functional and the def2-TZVPD basis.

The geometry in XYZ format:
```
90
C31H50BrCoN4P3, DFT the ωB97M-V functional and the def2-TZVPD basis
Br -0.950 -2.691 2.291
Co -0.123 -0.768 1.133
P -2.177 -3.612 -1.968
P 1.897 -1.526 0.867
P -0.466 0.465 2.878
N 0.520 2.147 4.823
N -0.667 7.221 -6.502
N -1.526 0.930 5.401
N -1.626 2.800 3.815
C 3.312 -4.063 1.129
C 0.932 2.680 -0.872
C -4.219 -4.136 -0.156
C 4.662 -1.041 1.436
C -0.176 2.379 -1.684
C -2.317 -1.923 -2.679
C 0.975 1.256 3.768
C -0.430 7.510 -5.227
C -0.407 6.530 -4.229
C 3.255 -0.438 1.454
C -0.222 1.423 5.882
C 0.022 -5.297 -2.161
C -0.307 3.259 4.306
C -0.894 4.907 -5.941
C 1.235 1.900 0.244
C -2.327 2.059 4.891
C 2.166 -1.805 -0.922
C -1.002 1.271 -1.445
C -0.482 3.245 -2.759
C -0.632 5.183 -4.587
C -1.377 -0.129 4.400
C -2.580 -2.026 -4.189
C -0.574 4.119 -3.607
C -0.896 5.961 -6.863
C 0.428 0.786 0.432
C -2.839 -3.492 -0.270
C -0.372 -3.871 -1.764
C -1.507 2.003 2.601
C 2.301 -3.100 1.744
C -0.700 0.444 -0.365
C 3.124 -0.856 -1.632
H -3.274 1.668 4.498
H 3.445 -4.897 1.829
H 1.586 0.449 4.199
H 1.338 -3.611 1.886
H 1.584 1.815 3.045
H -1.087 3.892 -6.283
H 0.231 3.750 3.483
H 2.475 -2.851 -1.037
H -0.475 3.974 5.128
H -0.814 -0.968 4.826
H -2.863 -2.431 0.016
H -0.249 8.559 -4.976
H 1.090 -5.344 -2.401
H 3.215 0.480 0.856
H -2.928 -1.068 -4.584
H -0.396 2.125 6.713
H 4.300 -3.615 0.973
H -4.222 -5.133 -0.611
H -3.157 -1.422 -2.176
H 3.026 -1.011 -2.715
H -1.871 1.063 -2.070
H 2.962 -4.496 0.184
H -4.971 -3.520 -0.659
H -0.209 6.817 -3.197
H 2.879 0.195 -1.433
H -1.395 -0.406 -0.125
H 2.628 -2.789 2.747
H -1.672 -2.309 -4.733
H 0.381 0.571 6.222
H 4.959 -1.416 0.448
H -2.123 -3.991 0.399
H -2.504 1.666 2.280
H -1.404 -1.349 -2.463
H -2.370 -0.486 4.097
H -0.178 -6.006 -1.348
H -1.089 5.770 -7.920
H 1.176 -1.727 -1.397
H 4.771 -1.849 2.170
H 0.138 -3.140 -2.408
H 2.053 2.164 0.914
H -1.055 2.599 1.799
H 2.982 -0.152 2.482
H -3.349 -2.779 -4.403
H -0.112 -3.653 -0.715
H -4.501 -4.236 0.896
H 4.172 -1.035 -1.370
H 1.529 3.555 -1.127
H -0.539 -5.628 -3.045
H -2.518 2.758 5.721
H 5.373 -0.253 1.710
```

- expectation value of S² = 3.79
- 2S+1 = 4
- E_tot (Ha) = -6410.40765
- net charge = +2
- orbital gap (alpha / beta) (eV) = 7.17 / 3.89

[2]
Here is a molecular structure, C31H50BrN3OP2Pd at a distorted geometry from the Open Molecules 2025 dataset. Energies are from the ωB97M-V functional and the def2-TZVPD basis.

The geometry in XYZ format:
```
89
C31H50BrN3OP2Pd, DFT the ωB97M-V functional and the def2-TZVPD basis
Pd -0.352 0.842 -5.771
Br -2.092 -0.639 0.382
P 2.065 -0.910 -2.173
P -2.134 -2.468 -4.405
O 1.455 1.706 1.444
N -0.660 6.498 -7.604
N 1.918 1.334 3.643
N -0.128 2.261 3.030
C -2.552 -0.725 -4.725
C -1.090 4.149 -7.758
C -2.911 1.249 -1.563
C -0.939 2.698 -5.735
C 3.094 -1.524 -3.578
C -2.919 -0.534 -6.200
C 2.886 -3.526 -1.175
C 1.979 -2.317 -0.966
C 3.186 0.803 3.230
C -0.918 5.417 -8.331
C 0.018 -4.198 -4.194
C 1.512 1.103 5.010
C -0.318 -2.702 -4.196
C -2.693 2.047 -2.675
C -0.521 1.176 -1.108
C 4.627 -0.313 -1.017
C -0.712 1.949 4.308
C -1.028 2.703 2.001
C 3.632 -0.411 -4.473
C -0.280 1.907 -2.261
C -1.825 0.713 -0.851
C 1.094 1.759 2.629
C -4.021 -3.161 -2.372
C -1.063 2.171 -4.534
C -2.626 -2.590 -2.614
C -0.599 6.414 -6.278
C -0.785 5.197 -5.598
C 3.231 0.232 -1.314
C -0.983 4.020 -6.361
C -1.356 2.169 -3.137
C 0.349 1.983 5.378
H -1.605 1.866 1.576
H 0.920 -2.628 -0.982
H -0.078 1.635 6.320
H -2.201 -1.048 -6.855
H -0.456 3.183 1.202
H -4.113 -4.196 -2.728
H 2.984 0.473 -4.485
H 3.083 -0.176 2.740
H -2.559 -1.571 -2.207
H -1.677 -0.100 -4.415
H -1.256 3.303 -8.414
H 0.733 2.207 -2.558
H 2.669 -4.059 -2.111
H -1.728 3.424 2.442
H 5.173 -0.588 -1.928
H 3.664 1.482 2.518
H -1.490 2.694 4.497
H -1.874 -3.202 -2.097
H 4.606 -1.185 -0.351
H -3.522 2.576 -3.167
H -3.937 1.021 -1.243
H -1.196 0.956 4.290
H 0.165 -2.196 -5.047
H 3.910 -2.129 -3.159
H 0.294 0.893 -0.457
H 3.821 0.690 4.111
H -3.909 -0.955 -6.407
H 1.236 0.044 5.150
H 2.381 1.310 5.641
H 5.215 0.467 -0.514
H 3.711 -0.770 -5.505
H -4.802 -2.563 -2.860
H -0.453 -4.743 -3.364
H 0.692 3.012 5.520
H -0.315 -4.677 -5.122
H 1.103 -4.343 -4.116
H 2.726 0.544 -0.383
H 0.001 -2.214 -3.258
H -2.911 0.533 -6.459
H 3.312 1.128 -1.951
H -0.693 5.203 -4.512
H -0.373 7.332 -5.722
H 3.948 -3.254 -1.166
H 2.161 -1.879 0.030
H 2.437 -2.196 -4.157
H -4.221 -3.160 -1.292
H -0.975 5.544 -9.412
H 2.726 -4.234 -0.351
H -3.385 -0.439 -4.070
H 4.636 -0.102 -4.163
```

- E_tot (Ha) = -4835.21359
- ΔE to the lowest compared entry with this formula, charge and spin (eV) = 0.000
- orbital gap (eV) = 7.39